A molecular structure, C37H44Cl2CoIN2O3 at a distorted geometry. Source: the OMol25 dataset; level of theory: wB97M-V/def2-TZVPD.

Atoms and positions in Å:
1 H -6.795 -1.773 1.153
2 H 6.122 -2.699 -0.439
3 C -4.413 1.582 -0.719
4 C 1.529 -1.919 -0.137
5 H 5.100 -0.650 -1.556
6 H -7.081 -3.451 1.616
7 O -1.597 0.818 -0.017
8 H 5.299 -0.985 0.995
9 C 1.757 3.583 -1.703
10 O 1.627 -0.657 0.166
11 H 2.793 -6.186 -2.380
12 H -0.398 -7.685 -1.320
13 C -2.509 -0.092 -0.178
14 H 1.037 2.518 1.891
15 C -5.309 2.046 0.439
16 C 1.154 2.338 -1.368
17 H 3.584 -0.569 1.082
18 H -5.710 3.036 0.228
19 C -6.343 -3.348 -1.054
20 H -2.678 -3.498 0.182
21 C 4.287 -1.388 0.967
22 N -0.720 -1.510 -0.009
23 C 2.654 -2.733 -0.380
24 H -0.921 -6.420 -0.212
25 H -4.319 -5.007 -0.256
26 C -3.867 0.193 -0.416
27 C 1.740 -6.453 -2.400
28 C -4.748 -0.870 -0.325
29 C 2.419 -4.052 -0.710
30 C 4.047 -2.126 -0.356
31 C 1.841 4.073 0.641
32 H -5.681 -2.574 2.252
33 H 2.552 5.402 -0.874
34 H 1.671 -7.921 -0.056
35 C -0.396 -6.610 -1.145
36 C -6.310 -2.720 1.376
37 H -5.728 -5.269 0.769
38 C 1.142 -4.615 -0.796
39 H 1.795 3.199 -5.082
40 H -4.739 2.092 1.363
41 N 0.912 2.000 -0.084
42 C -3.014 -2.492 0.002
43 Cl 2.700 5.373 -3.526
44 H -7.106 -4.108 -0.894
45 H -3.749 3.574 -1.233
46 C 1.621 2.967 -4.044
47 C 5.148 -3.180 -0.512
48 H -6.839 -2.409 -1.289
49 H -0.933 -6.132 -1.961
50 C 0.035 -3.817 -0.571
51 C 0.207 -2.472 -0.239
52 H -5.802 -0.662 -0.422
53 H 5.092 -3.673 -1.480
54 H 1.665 -7.524 -2.589
55 H -0.961 -4.210 -0.668
56 H -6.143 1.365 0.587
57 C 4.130 -1.144 -1.532
58 H -2.729 2.770 -0.035
59 Co 0.051 0.179 0.172
60 C 1.041 1.759 -3.708
61 C 1.244 2.831 0.879
62 H 3.266 -4.685 -0.915
63 H 2.815 -6.589 0.103
64 H -5.640 2.501 -2.248
65 C -4.364 -2.186 -0.060
66 C 2.096 4.452 -0.648
67 H 2.091 4.713 1.475
68 H 3.983 -1.676 -2.471
69 C 0.773 1.374 -2.378
70 C 1.759 -6.844 0.071
71 H 5.081 -3.928 0.276
72 C -3.311 2.621 -0.939
73 Cl 0.612 0.647 -4.961
74 H 4.160 -2.068 1.808
75 H -4.283 -4.525 1.449
76 H -6.080 0.828 -1.919
77 C -4.905 -4.588 0.559
78 H 1.272 -5.921 -3.225
79 C 1.973 3.864 -3.060
80 H 1.320 -6.568 1.027
81 C -5.460 -3.209 0.193
82 C 1.048 -6.107 -1.074
83 H -2.634 2.295 -1.726
84 H -5.741 -3.632 -1.914
85 C -5.244 1.515 -2.011
86 H 3.353 -0.389 -1.447
87 C -2.077 -1.463 -0.083
88 I -0.132 0.179 2.863
89 H -4.620 1.185 -2.838
90 O 0.242 0.275 -2.068

For the LUMO energy (alpha / beta), the calculation gives 2.4 / 1.0 eV. The calculation puts the HOMO-LUMO gap (alpha / beta) at 6.672 / 5.668 eV. The calculation puts the HOMO energy (alpha / beta) at -4.32 / -4.65 eV. As for the total charge: -1. Its multiplicity is 4.

---

4 unconnected molecules or ions with the total composition C26H40F9N2O9S2 at a distorted geometry. Source: the OMol25 dataset; level of theory: wB97M-V/def2-TZVPD.

Atoms and positions in Å:
1 H 1.157 0.216 4.480
2 F -7.121 -6.757 -4.484
3 H -7.391 -2.313 -2.890
4 H 8.599 5.667 5.738
5 C 5.795 1.147 3.534
6 H 3.500 -0.691 4.449
7 H 1.588 2.046 7.182
8 C 5.955 2.314 2.394
9 F -5.482 -5.683 -5.442
10 C -2.409 5.499 2.347
11 O -0.541 -6.266 -5.769
12 H 6.766 0.904 4.141
13 O 9.163 5.351 2.508
14 C -3.478 0.926 -1.814
15 F -0.990 -3.496 -4.834
16 F -5.055 -7.272 -4.014
17 H 0.272 -1.028 -5.287
18 C -0.297 2.012 5.852
19 S 4.341 1.688 4.637
20 H -0.557 -7.539 -8.191
21 H -1.431 3.713 4.792
22 C -5.907 -5.199 -3.119
23 H 1.436 -0.361 6.278
24 H -0.817 0.951 5.818
25 H 0.736 -8.135 -7.158
26 H 5.129 3.151 2.550
27 C -6.609 -2.996 -2.543
28 H -0.677 -9.165 -7.492
29 C 1.362 1.904 6.022
30 H -0.701 1.251 -5.216
31 N -2.099 6.822 1.621
32 C 3.391 0.191 5.243
33 O -1.911 -5.362 -7.373
34 H 1.787 2.811 5.388
35 C -1.438 2.577 1.874
36 H -4.973 -1.852 -3.373
37 O -6.488 -4.028 -3.535
38 H 7.107 6.573 4.899
39 H 7.505 3.663 1.409
40 H 5.833 1.815 1.334
41 C -5.888 -6.220 -4.256
42 H -5.413 -1.402 -1.708
43 H 4.903 2.271 5.785
44 F -3.601 2.271 -1.624
45 C -0.707 2.832 4.486
46 O 7.495 3.852 3.637
47 C 7.456 3.051 2.405
48 H -0.846 -8.207 -5.212
49 H 8.911 7.080 4.506
50 C -2.104 0.548 -2.367
51 C -1.549 1.908 3.392
52 N -1.924 7.880 2.508
53 H -6.942 -3.410 -1.586
54 H -1.151 0.787 3.338
55 H -4.504 -2.891 -2.033
56 H -0.658 2.676 6.767
57 H 5.412 0.173 2.960
58 F -0.699 -2.875 -6.904
59 F -3.746 0.345 -0.610
60 H 0.210 3.310 3.915
61 H 3.877 -0.130 6.278
62 H -2.672 1.883 3.727
63 H -2.039 8.015 4.906
64 C -1.051 -7.572 -6.080
65 C -1.063 -5.226 -6.496
66 C 1.781 0.425 5.451
67 O -2.012 0.880 -3.695
68 C -0.471 -3.896 -6.030
69 O -1.187 0.048 -1.721
70 C 8.313 5.066 3.497
71 C -0.350 -8.140 -7.301
72 H -2.137 -7.547 -6.212
73 C -5.301 -2.238 -2.402
74 C -0.653 -0.842 -4.736
75 F 0.881 -3.951 -5.858
76 H 0.082 0.910 -3.676
77 C -2.097 7.369 3.927
78 O -5.496 -5.392 -1.979
79 H -1.640 1.669 1.127
80 H 8.250 2.180 2.474
81 C 8.195 6.168 4.748
82 H -1.504 -1.121 -5.365
83 S -2.754 3.859 1.511
84 F -4.498 0.564 -2.644
85 H -0.673 -1.500 -3.862
86 C -0.749 0.616 -4.326
87 O -2.383 5.920 3.756
88 H -0.355 2.956 1.624

For the LUMO energy, the calculation gives -3.5 eV. The calculation puts the HOMO-LUMO gap at 7.277 eV. The calculation puts the HOMO energy at -10.74 eV. As for the total charge: +1. Its energy above the lowest of the compared OMol25 structures with the same formula, charge and spin is 6.6035 eV.

---

A molecular structure, C13H37AsN3O2Si3Zn. Source: the OMol25 dataset; level of theory: wB97M-V/def2-TZVPD.

Atoms and positions in Å:
1 C 1.728 1.882 2.881
2 C -2.556 -2.938 0.153
3 O 2.655 -0.870 0.088
4 H 0.913 -2.050 2.020
5 N 1.853 2.097 4.192
6 H -2.661 -0.336 2.442
7 H 1.124 -1.654 -3.243
8 H -3.974 0.892 -1.460
9 C -0.118 -2.409 1.998
10 H 3.342 2.711 0.382
11 C -1.149 1.679 -3.307
12 H -2.006 3.162 -0.918
13 H -2.659 3.541 0.679
14 H 1.691 1.341 4.837
15 H -0.705 -1.772 2.660
16 N 4.630 0.067 0.703
17 H 3.805 -3.010 0.332
18 H -0.066 -3.421 -1.900
19 C 1.888 3.063 1.946
20 H -2.228 -1.233 -4.487
21 H 1.699 0.006 -3.082
22 Si -0.766 -0.091 -2.856
23 H -0.419 2.367 -2.877
24 C 2.257 2.643 0.517
25 C -1.958 2.899 0.139
26 H 1.323 -2.946 -0.912
27 H 0.905 3.549 1.951
28 H 5.354 -2.374 0.755
29 H -1.905 -2.279 -3.106
30 H -4.825 1.195 0.054
31 H -2.940 -2.838 -0.864
32 Si -2.389 1.103 0.429
33 H 2.064 3.011 4.552
34 H -3.195 -2.352 0.815
35 H -2.142 1.975 -2.964
36 C 3.846 -0.994 0.446
37 Si -0.773 -2.390 0.253
38 H -3.085 -0.973 -2.965
39 As -0.624 -0.150 -0.497
40 N 4.376 -2.224 0.587
41 H -0.949 3.127 0.489
42 C 0.324 -3.386 -0.883
43 H -3.089 1.340 2.782
44 C -2.123 -1.251 -3.400
45 C -3.997 0.645 -0.397
46 H -0.141 -3.426 2.397
47 C -2.378 0.700 2.254
48 H 0.935 -0.520 -4.585
49 H 4.238 0.986 0.578
50 H -2.649 -3.987 0.445
51 H -4.208 -0.422 -0.303
52 H 5.581 -0.027 1.007
53 C 0.904 -0.616 -3.497
54 H 2.577 3.787 2.391
55 O 1.451 0.747 2.453
56 H -1.124 1.799 -4.392
57 Zn 1.463 0.808 0.316
58 H 0.408 -4.416 -0.526
59 H -1.387 0.862 2.682
60 H 1.854 3.371 -0.187

For the LUMO energy, the calculation gives -2.0 eV. The calculation puts the HOMO-LUMO gap at 9.222 eV. The calculation puts the HOMO energy at -11.27 eV. As for the total charge: +1. Its energy above the lowest of the compared OMol25 structures with the same formula, charge and spin is 0.0115 eV.

---

A molecular structure, C5H9N at a distorted geometry. Source: the OMol25 dataset; level of theory: wB97M-V/def2-TZVPD.

Atoms and positions in Å:
1 H -0.604 -1.519 1.276
2 H 1.216 0.279 -1.890
3 C 0.842 0.357 0.884
4 H -1.989 0.432 -0.235
5 C 0.062 -1.124 -0.841
6 C -1.105 0.544 0.399
7 H -1.247 1.014 1.321
8 C 0.117 1.064 -0.316
9 H 0.205 2.149 -0.587
10 H 0.976 -1.742 -0.760
11 C -0.327 -0.691 0.603
12 H 1.884 0.117 0.901
13 H 0.526 0.667 1.929
14 H -0.865 -1.713 -1.184
15 N 0.309 0.167 -1.499

For the LUMO energy, the calculation gives 1.1 eV. The calculation puts the HOMO-LUMO gap at 9.891 eV. The calculation puts the HOMO energy at -8.78 eV. Its energy above the lowest of the compared OMol25 structures with the same formula, charge and spin is 2.0769 eV.

---

A molecular structure, C18H24IN4O2S7Sn at a distorted geometry. Source: the OMol25 dataset; level of theory: wB97M-V/def2-TZVPD.

Atoms and positions in Å:
1 H 9.489 18.108 10.723
2 S 4.406 17.458 9.222
3 C 7.387 14.459 6.917
4 S 8.921 16.372 8.509
5 C 9.249 13.606 13.759
6 S 7.415 17.932 11.584
7 H 4.932 15.493 10.410
8 H 3.746 18.740 11.074
9 H 8.246 16.528 6.294
10 C 6.122 8.355 11.000
11 C 4.852 14.004 12.921
12 H 7.041 11.508 13.277
13 C 4.679 18.102 10.963
14 H 3.619 15.621 15.922
15 H 6.851 16.501 7.372
16 C 5.201 15.820 9.415
17 H 8.422 9.590 13.175
18 C 7.606 9.599 12.447
19 H 5.804 7.403 10.535
20 S 4.357 11.851 11.669
21 C 5.513 10.542 11.825
22 H 6.147 19.617 10.304
23 C 7.341 8.431 11.741
24 H 5.051 17.069 14.106
25 C 6.707 10.717 12.552
26 C 8.595 18.497 10.303
27 H 8.250 13.871 6.645
28 C 8.222 17.954 8.977
29 H 4.673 17.237 11.652
30 H 5.762 19.710 12.021
31 C 4.814 15.997 14.030
32 C 5.222 9.399 11.071
33 H 6.635 14.484 6.115
34 H 4.751 15.088 7.360
35 H 8.911 7.243 12.311
36 H 8.517 18.655 8.220
37 Sn 8.314 14.575 10.867
38 N 8.602 12.723 14.227
39 S 10.084 14.771 12.933
40 O 4.132 12.051 10.264
41 S 3.585 13.773 14.318
42 N 5.112 15.324 12.869
43 S 6.502 13.631 8.246
44 C 7.741 15.962 7.132
45 H 6.291 16.121 9.445
46 I 9.374 12.317 9.464
47 C 4.952 14.760 8.383
48 H 8.619 19.574 10.345
49 H 7.981 6.682 11.130
50 N 8.406 7.574 11.512
51 H 4.260 9.473 10.653
52 H 4.166 14.102 8.707
53 C 4.029 15.283 14.951
54 N 5.389 12.997 12.301
55 H 7.177 17.874 8.959
56 C 5.901 19.010 11.175
57 O 3.263 11.681 12.590

For the LUMO energy (alpha / beta), the calculation gives -7.6 / -7.6 eV. The calculation puts the HOMO-LUMO gap (alpha / beta) at 3.026 / 3.023 eV. The calculation puts the HOMO energy (alpha / beta) at -10.60 / -10.60 eV. As for the total charge: +1. Its energy above the lowest of the compared OMol25 structures with the same formula, charge and spin is 4.9490 eV.

---

Which formula does entry 2 have? C26H40F9N2O9S2

---

Which formula does entry 4 have? C5H9N